{"formula": "C4H7N3", "method": "ωB97M-V/def2-TZVPD", "fmax_ev_per_a": 5.66, "smiles": "NN1C=N[C@@H]2C[C@@H]21", "mol_weight_g_mol": 97.12, "lumo_ev": 0.94, "homo_energy_ev": -8.59, "charge": 0, "elements": ["C", "C", "C", "C", "H", "H", "H", "H", "H", "H", "H", "N", "N", "N"], "coordinates": [[-0.4210, -0.7823, 1.1626], [1.2788, -0.8315, -0.0730], [1.6047, 0.7338, -0.2248], [0.1889, 0.2468, -0.7670], [-2.6720, 1.0574, 0.1766], [-2.5871, -0.4058, -0.6012], [-0.8665, -1.0144, 2.0827], [1.9754, -1.4312, -0.5763], [2.4406, 1.1297, -1.0628], [1.4149, 1.4006, 0.6533], [-0.1822, 0.3707, -1.7536], [-2.0315, 0.5063, -0.3552], [-0.8458, 0.2444, 0.2424], [0.7029, -1.2245, 1.0964]], "forces_ev_per_angstrom": [[-4.591, 2.840, 1.238], [0.436, 4.987, -2.646], [-0.929, 0.005, -1.879], [3.783, -0.763, 2.197], [0.007, 0.474, 0.701], [1.327, 2.021, 0.472], [-1.960, 0.211, 0.931], [0.575, -0.979, -0.637], [-2.487, -1.408, 2.536], [0.741, -0.733, -0.698], [0.119, -0.127, -0.743], [-3.636, -2.986, -1.199], [3.035, -0.870, 0.207], [3.579, -2.672, -0.480]], "nbo_charge": [0.230, -0.079, -0.455, -0.090, 0.361, 0.330, 0.186, 0.210, 0.230, 0.221, 0.225, -0.637, -0.300, -0.433]}